Density functional theory data (ωB97M-V/def2-TZVPD) for C41H46Cl2MgNOS2 as an isolated structure.

As for the frontier orbital gap: 4.3 eV. The highest occupied orbital energy comes out at -2.228 eV. Its net charge is -1. The LUMO energy is 0.077 Eh.

Element x y z (Å)
H1 -0.20624 -1.17907 -4.00755
C1 0.67808 -0.54021 -4.07688
C2 3.04500 -3.92441 2.30828
H2 2.86257 -3.08334 -1.95297
C3 -0.11044 3.96116 4.07932
H3 1.53673 1.80078 4.10345
H4 -0.90282 -4.93782 -1.15364
C4 -1.56439 1.32440 -4.25275
Mg1 -0.14432 0.99413 0.43999
H5 0.76340 -0.19978 -5.11205
C5 0.86148 -2.80055 1.81039
C6 3.31205 -6.30837 2.15767
H6 1.56600 -1.14334 -3.85725
C7 0.98427 4.23954 1.83495
C8 1.72810 1.63751 -3.39743
H7 -3.07447 5.92131 -0.69967
H8 3.54173 0.21777 1.47990
Cl1 -3.17951 0.33160 5.06243
H9 3.46716 -2.94180 2.48953
C9 -3.44853 -0.23462 1.12131
H10 -0.38801 3.12939 4.72664
H11 1.69388 2.42212 -2.64008
S1 1.53234 -1.89573 0.33947
C10 1.92089 -6.30054 -2.43305
N1 -0.21634 2.20860 -0.94770
C11 -2.79484 1.97034 -4.27290
H12 2.46579 4.07129 -1.20996
H13 0.34959 5.10383 1.66927
C12 0.61266 -6.21234 -1.98252
H14 -3.15430 4.35885 1.10571
H15 0.96402 -2.09114 2.63133
C13 0.92297 -3.87256 -1.48301
C14 1.87455 3.85189 0.83958
H16 -1.25629 0.78098 -5.14281
C15 2.72861 -5.17138 -2.42110
C16 0.11996 -5.00710 -1.50673
H17 2.30701 -7.24210 -2.80198
C17 -3.77390 0.09515 3.44730
H18 -0.19561 -3.00299 1.65994
H19 1.60518 2.08965 -4.38529
H20 -0.59694 -2.65583 -0.52442
C18 2.00305 4.65986 -0.41941
C19 0.85387 3.51548 3.01299
C20 0.40172 -2.57039 -0.94748
H21 -0.02816 -7.08516 -1.99980
H22 -1.51571 5.28998 -1.29050
C21 -4.81691 -0.27258 0.92953
H23 -6.74517 -0.15806 1.85321
H24 3.93782 -7.18898 2.22183
C22 1.69149 -4.03587 1.98264
C23 1.96677 -6.43014 1.84187
H25 4.89479 -4.94701 2.64780
C24 -3.17624 2.68166 -3.14207
H26 -3.02731 2.60154 0.91191
C25 -5.67493 -0.13127 2.00581
C26 -2.39420 2.79081 -2.00100
H27 -1.01727 4.36870 3.63167
H28 2.70302 1.13554 -3.35951
C27 -2.60167 5.18059 -1.35491
H29 -4.07798 3.66097 -1.04027
C28 -2.85254 -0.04038 2.38459
H30 -4.15055 3.17088 -3.14209
H31 2.61303 5.55044 -0.24055
H32 0.11604 -5.40520 1.50448
H33 -2.89716 5.38123 -2.38573
O1 1.15402 -0.45602 0.45780
H34 1.01964 4.97707 -0.76490
C29 1.16566 -5.30305 1.75335
H35 2.92211 0.06458 3.13541
H36 -3.43358 1.92899 -5.14823
H37 0.39495 -1.78394 -1.70683
H38 3.74856 -5.23202 -2.77926
C30 2.64491 2.71362 1.04231
Cl2 -2.44222 -0.41547 -0.27878
S2 -1.14907 -0.00446 2.64458
C31 -2.98676 3.74588 -0.95325
C32 2.23399 -3.96536 -1.95496
H39 4.37137 1.02515 2.81802
C33 -0.74640 1.36665 -3.14182
H40 0.34347 4.74112 4.69653
C34 2.53626 1.96894 2.21262
H41 -5.78509 0.16880 4.13580
C35 1.64144 2.38326 3.19355
C36 3.84638 -5.04866 2.39682
H42 -1.59308 3.61674 0.67358
H43 0.72855 0.31085 -2.08975
H44 -5.20356 -0.41093 -0.07176
C37 -2.66436 3.56177 0.52939
H45 3.32824 2.38791 0.26466
H46 1.54033 -7.40837 1.65836
C38 -5.14372 0.05220 3.27254
C39 0.58613 0.65360 -3.12279
C40 3.39157 0.74531 2.42264
C41 -1.09254 2.12794 -1.94536



Density functional theory data (ωB97M-V/def2-TZVPD) for C41H46F5KN9O2 as an isolated structure.

As for the frontier orbital gap (spin up / spin down): 3.6 / 3.6 eV. The highest occupied orbital energy (spin up / spin down) comes out at -2.029 / -2.025 eV. Its net charge is -1. The LUMO energy (spin up / spin down) is 0.059 / 0.059 Eh.

Element x y z (Å)
H1 -2.11660 0.04432 -4.31557
N1 -1.20095 3.36055 1.00177
H2 4.52751 1.45694 -2.53749
N2 -0.86164 -1.43507 -1.04826
C1 -0.04935 3.77031 3.07562
H3 -0.21010 1.07625 5.06293
C2 -0.75725 0.11796 5.11650
H4 -3.66840 -3.35072 -1.69344
C3 -1.02212 -0.00815 -4.38304
H5 1.28419 0.42748 -2.89939
C4 6.72653 0.79051 2.12347
H6 -3.39282 -2.98509 4.80741
C5 -0.89659 -2.57814 1.13364
H7 -0.61958 -3.88326 -2.06474
H8 5.43403 -0.24410 -5.44684
H9 -3.36185 -1.78506 -0.94822
C6 4.15983 0.39670 -2.50958
N3 -2.38573 -2.02844 -2.79027
H10 1.36008 -1.23925 -2.29212
H11 -4.41229 -1.87119 -2.37824
C7 -4.36451 1.68910 -1.31511
H12 0.67149 4.47878 -0.52815
C8 -1.09608 -1.33721 3.17914
H13 0.88371 3.77580 3.66038
H14 -0.99825 -6.01628 -0.82504
C9 -0.19390 4.26165 -2.52594
H15 0.93550 3.22212 1.26656
C10 4.19950 -1.76613 -3.75956
H16 3.71484 -2.10104 -2.85361
C11 -1.37721 4.05287 -3.17754
C12 -3.40969 -1.92546 2.54766
F1 3.77653 -2.01344 2.42746
C13 -0.13891 4.04720 -1.08094
K1 1.27084 0.39720 0.20247
H17 -5.09688 1.15403 -0.73059
C14 -3.69056 3.10584 -3.11809
F2 5.18385 2.23462 1.08423
H18 -3.00987 -3.44400 -4.23429
C15 1.18734 -0.87027 4.00362
H19 0.68941 4.58372 -3.05486
H20 -1.84868 0.29073 4.95382
N4 -0.43361 -0.75299 -3.27604
H21 -0.61859 -0.29317 6.11184
H22 -3.13166 -1.45749 1.59226
H23 1.45025 -1.48612 3.12598
N5 4.34922 -0.27976 -3.67319
C16 -0.02054 3.46426 1.74958
C17 -0.92828 -5.06220 -0.32165
H24 -4.34065 -1.47620 2.87646
N6 -0.27109 -0.81707 4.11189
N7 -0.68867 -1.47677 1.87788
H25 -0.74610 -0.47516 -5.32907
H26 -0.97222 -5.97323 1.66585
C18 -3.09669 1.82822 -0.79725
C19 -1.18877 -1.44272 -2.35795
H27 -1.21595 -3.83596 2.87017
H28 -1.56184 4.26368 -4.23499
C20 1.00566 -0.60388 -3.12835
H29 -0.64049 1.00405 -4.37796
O1 3.16534 0.64436 1.83334
H30 -3.23514 -1.76629 -4.68767
C21 -1.31731 4.90183 4.87712
N8 -2.36030 -1.69444 3.53617
H31 -3.34239 -1.36418 5.42784
F3 6.29920 -2.62109 3.10984
C22 5.99955 -1.36287 2.81493
C23 -1.14054 3.39794 -0.38614
H32 3.86759 0.56686 -5.51140
H33 -5.62915 2.20016 -3.02957
C24 -0.97861 -5.05311 1.09750
H34 -2.73238 1.08144 -0.07611
C25 -2.74899 -2.10480 4.87104
C26 -1.28989 4.15529 3.68152
H35 1.47273 -0.86980 -4.05777
C27 -2.54813 -2.44382 -4.17588
C28 -0.83990 -2.58164 -0.33911
C29 4.71719 -1.05034 2.47121
H36 5.24591 1.35482 -4.66686
H37 -1.88273 -2.33796 5.49265
H38 -3.59291 -2.98403 2.34338
N9 -1.42440 5.67469 5.73813
C30 -2.22587 2.87386 -1.20231
H39 1.58664 -1.29932 4.93575
C31 -2.43734 3.41464 -2.49426
F4 8.30230 -0.77788 2.99928
C32 4.36336 0.25402 2.03512
H40 5.14694 -2.27557 -3.85607
C33 -3.52621 -2.28443 -1.89954
C34 7.02965 -0.42289 2.73113
C35 -2.42692 3.54000 1.63846
O2 3.65205 -0.03758 -1.49359
C36 -0.76410 -3.85409 -0.97537
C37 5.44952 1.11250 1.75348
H41 1.63160 0.11491 3.83518
H42 -3.45805 4.14295 3.34325
C38 -2.48265 3.95957 2.94092
H43 -3.31587 3.29286 1.07456
C39 4.76346 0.42063 -4.88555
H44 -3.81459 3.45215 -4.13031
H45 -1.60705 -2.47477 -4.71432
C40 -1.02738 -3.85632 1.79397
C41 -4.68456 2.35907 -2.51395
H46 3.62502 -2.00652 -4.68582
F5 7.73995 1.62934 1.78459



no.,molecular weight (g/mol)
1,728.17
2,830.97